Record 1
A cluster of 8 separate species, C30H46BN11O16 in total in a non-equilibrium geometry. Source: the Open Molecules 2025 dataset; level of theory: ωB97M-V with the def2-TZVPD basis set.

Results
**HOMO level**: -0.30243 hartree
**Calculated total energy**: -3001.19176 Ha
**SMILES**: CCc1c(B(O)O)c(CCCCn2cccc2)cc2ncc(-c3ccncc3)nc12.C[N+](=O)[O-].C[N+](=O)[O-].C[N+](=O)[O-].C[N+](=O)[O-].C[N+](=O)[O-].C[N+](=O)[O-].C[N+](=O)[O-]
**LUMO level**: -0.41 eV
**Kohn-Sham gap**: 7.816 eV

Cartesian coordinates (Å):
C: 0.923 -4.150 1.354
C: 0.072 -2.979 0.824
C: -0.117 -3.022 -0.674
C: -0.983 -3.937 -1.267
B: -1.795 -4.997 -0.412
O: -2.451 -4.684 0.752
O: -1.854 -6.332 -0.785
C: -1.120 -3.894 -2.696
C: -2.067 -4.801 -3.460
C: -3.362 -4.040 -3.887
C: -3.664 -2.787 -3.067
C: -5.095 -2.235 -3.321
N: -5.729 -1.936 -2.049
C: -6.787 -2.567 -1.458
C: -7.036 -1.995 -0.235
C: -6.081 -0.950 -0.071
C: -5.306 -0.951 -1.206
C: -0.401 -2.997 -3.441
C: 0.476 -2.072 -2.853
N: 1.159 -1.204 -3.663
C: 1.925 -0.376 -3.015
C: 2.063 -0.351 -1.602
C: 2.966 0.651 -1.003
C: 4.004 0.301 -0.153
C: 4.872 1.241 0.379
N: 4.761 2.547 0.088
C: 3.751 2.867 -0.713
C: 2.835 2.005 -1.289
N: 1.443 -1.197 -0.825
C: 0.620 -2.086 -1.459
H: 0.836 -5.028 0.715
H: 0.614 -4.430 2.357
H: 1.963 -3.835 1.376
H: 0.573 -2.063 1.115
H: -0.889 -2.941 1.322
H: -2.761 -3.772 0.748
H: -2.787 -6.554 -0.880
H: -2.347 -5.666 -2.878
H: -1.515 -5.117 -4.340
H: -3.245 -3.746 -4.931
H: -4.224 -4.709 -3.861
H: -3.557 -2.952 -1.999
H: -2.980 -2.005 -3.387
H: -5.024 -1.319 -3.899
H: -5.700 -2.970 -3.845
H: -7.305 -3.386 -1.926
H: -7.812 -2.327 0.430
H: -5.989 -0.313 0.789
H: -4.482 -0.280 -1.378
H: -0.522 -2.968 -4.516
H: 2.494 0.345 -3.592
H: 4.146 -0.742 0.101
H: 5.677 0.913 1.028
H: 3.629 3.922 -0.938
H: 2.043 2.370 -1.929
C: 2.559 4.515 2.708
N: 2.184 5.502 1.659
O: 1.536 5.104 0.714
O: 2.558 6.646 1.815
H: 2.159 3.549 2.424
H: 3.644 4.490 2.757
H: 2.133 4.861 3.645
C: 0.691 3.229 -5.454
N: 1.678 3.350 -4.346
O: 1.278 3.774 -3.280
O: 2.817 3.012 -4.581
H: -0.274 3.565 -5.090
H: 1.043 3.851 -6.271
H: 0.660 2.184 -5.747
C: 6.807 -0.626 4.749
N: 6.551 0.344 3.651
O: 6.610 -0.064 2.506
O: 6.296 1.485 3.969
H: 7.018 -1.595 4.313
H: 7.659 -0.256 5.313
H: 5.917 -0.665 5.366
C: 5.451 -3.790 8.336
N: 5.575 -3.139 7.004
O: 6.341 -3.628 6.202
O: 4.895 -2.151 6.810
H: 6.111 -4.648 8.361
H: 5.732 -3.055 9.084
H: 4.413 -4.087 8.456
C: -1.570 6.054 -0.398
N: -2.199 6.145 -1.745
O: -2.722 7.193 -2.057
O: -2.142 5.154 -2.443
H: -1.697 7.004 0.106
H: -2.069 5.254 0.141
H: -0.518 5.827 -0.543
C: -8.890 -3.185 4.030
N: -9.291 -2.251 2.942
O: -9.820 -2.725 1.958
O: -9.058 -1.076 3.119
H: -9.158 -4.192 3.734
H: -7.817 -3.087 4.162
H: -9.421 -2.884 4.928
C: 3.812 8.145 -1.117
N: 4.075 9.605 -1.007
O: 5.231 9.973 -0.981
O: 3.106 10.332 -0.952
H: 4.763 7.626 -1.158
H: 3.243 7.847 -0.241
H: 3.240 7.984 -2.026



Record 2
A structure of composition C30H46N2O3PdS3Si2. Source: the Open Molecules 2025 dataset; level of theory: ωB97M-V with the def2-TZVPD basis set.

Results
**HOMO level (spin up / spin down)**: -0.48817 / -0.50873 hartree
**Calculated total energy**: -3406.88450 Ha
**LUMO level (spin up / spin down)**: -4.38 / -8.00 eV
**Kohn-Sham gap (spin up / spin down)**: 8.903 / 5.841 eV
**Spin multiplicity**: 5
**Net charge**: +2

Cartesian coordinates (Å):
Pd: -0.406 0.673 0.518
C: -4.791 2.222 0.211
Si: -3.908 0.784 0.952
C: -4.801 0.081 2.412
C: -3.643 -0.531 -0.314
N: -2.268 1.345 1.486
C: -2.014 2.288 2.400
C: -3.023 2.929 3.136
C: -2.739 3.921 4.124
C: -1.459 4.278 4.369
C: -0.399 3.658 3.639
C: -0.635 2.667 2.672
N: 0.344 2.073 1.979
Si: 2.141 2.148 2.113
C: 2.715 2.863 0.511
C: 2.631 0.386 2.411
C: 2.832 3.189 3.478
H: -5.750 1.886 -0.198
H: -4.200 2.650 -0.605
H: -4.998 3.016 0.936
H: -5.744 -0.364 2.072
H: -5.052 0.839 3.162
H: -4.213 -0.700 2.905
H: -4.558 -1.119 -0.454
H: -2.845 -1.221 -0.023
H: -3.376 -0.086 -1.275
H: -4.055 2.661 2.942
H: -3.549 4.388 4.673
H: -1.233 5.033 5.113
H: 0.621 3.966 3.827
H: 2.193 2.420 -0.341
H: 3.793 2.697 0.397
H: 2.533 3.943 0.497
H: 2.055 -0.318 1.806
H: 2.469 0.131 3.465
H: 3.696 0.245 2.193
H: 2.613 4.255 3.350
H: 3.922 3.077 3.437
H: 2.510 2.873 4.478
O: 1.266 -0.082 -0.836
S: 2.752 -0.405 -0.885
C: 3.329 0.094 -2.526
C: 2.287 -0.047 -3.647
C: 1.702 1.289 -4.128
C: 0.835 2.016 -3.107
S: -0.902 1.518 -2.910
O: -1.110 1.537 -1.400
C: -0.876 -0.163 -3.481
C: -1.041 -0.348 -4.849
C: -0.989 -1.633 -5.370
C: -0.804 -2.717 -4.521
C: -0.686 -2.520 -3.150
C: -0.719 -1.238 -2.622
C: 2.843 -2.170 -1.079
C: 4.082 -2.777 -1.259
C: 4.145 -4.157 -1.354
C: 2.983 -4.916 -1.259
C: 1.758 -4.295 -1.059
C: 1.678 -2.910 -0.956
H: 4.200 -0.542 -2.695
H: 3.689 1.119 -2.403
H: 1.494 -0.728 -3.328
H: 2.772 -0.522 -4.500
H: 1.159 1.124 -5.060
H: 2.521 1.966 -4.383
H: 0.770 3.084 -3.320
H: 1.207 1.882 -2.095
H: -1.228 0.502 -5.502
H: -1.108 -1.788 -6.436
H: -0.762 -3.721 -4.928
H: -0.565 -3.374 -2.492
H: -0.603 -1.077 -1.565
H: 4.993 -2.188 -1.320
H: 5.103 -4.642 -1.502
H: 3.038 -5.997 -1.336
H: 0.856 -4.894 -0.993
H: 0.737 -2.405 -0.781
C: -0.311 -2.467 3.838
S: -1.305 -2.061 2.425
C: -1.442 -3.683 1.729
O: -0.364 -1.322 1.478
H: -0.856 -3.180 4.462
H: -0.136 -1.545 4.393
H: 0.630 -2.888 3.478
H: -2.067 -4.292 2.388
H: -0.439 -4.104 1.631
H: -1.924 -3.575 0.757



Record 3
A structure of composition C30H46O2P4Ru in a non-equilibrium geometry. Source: the Open Molecules 2025 dataset; level of theory: ωB97M-V with the def2-TZVPD basis set.

Results
**HOMO level (spin up / spin down)**: -0.65585 / -0.61574 hartree
**Calculated total energy**: -2779.88031 Ha
**LUMO level (spin up / spin down)**: -9.63 / -14.19 eV
**Kohn-Sham gap (spin up / spin down)**: 8.215 / 2.561 eV
**Spin multiplicity**: 5
**Net charge**: +4

Cartesian coordinates (Å):
P: 3.910 -1.753 0.456
C: 4.639 -1.450 2.083
H: 5.725 -1.447 1.982
H: 4.311 -2.240 2.765
H: 4.285 -0.487 2.463
C: 5.045 -2.903 -0.360
H: 4.890 -2.874 -1.445
H: 4.804 -3.910 0.006
H: 6.070 -2.626 -0.103
C: 4.358 -0.137 -0.365
H: 5.458 -0.068 -0.481
H: 3.986 0.712 0.240
H: 3.860 -0.077 -1.350
P: -1.330 4.201 -0.636
C: -1.388 4.772 1.136
H: -1.822 5.774 1.338
H: -0.359 4.719 1.554
H: -1.977 3.991 1.671
C: -0.229 5.380 -1.525
H: -0.055 4.942 -2.526
H: 0.756 5.399 -1.023
H: -0.601 6.410 -1.639
C: -3.036 4.463 -1.293
H: -3.375 5.505 -1.407
H: -3.765 3.906 -0.674
H: -3.041 3.968 -2.283
P: -2.475 -3.613 0.243
C: -3.458 -3.847 1.794
H: -4.492 -4.160 1.609
H: -3.470 -2.897 2.340
H: -2.950 -4.597 2.410
C: -3.761 -2.722 -0.748
H: -4.777 -3.129 -0.583
H: -3.499 -2.787 -1.816
H: -3.729 -1.657 -0.456
C: -2.575 -5.291 -0.513
H: -3.584 -5.668 -0.678
H: -2.029 -5.995 0.118
H: -2.060 -5.243 -1.474
Ru: -0.125 0.420 -1.584
C: 0.946 1.489 -0.280
O: 1.501 2.038 0.595
C: -1.597 0.624 -0.264
O: -2.355 0.727 0.608
C: -1.366 0.264 -3.167
C: -0.901 -1.019 -2.814
C: 0.478 -1.218 -2.609
C: 1.399 -0.197 -2.887
C: 0.921 1.070 -3.240
C: -0.444 1.282 -3.447
H: -2.422 0.513 -3.076
H: -1.576 -1.826 -2.557
H: 0.838 -2.154 -2.170
H: 2.449 -0.390 -2.764
H: 1.603 1.913 -3.280
H: -0.779 2.283 -3.682
C: 0.320 -2.492 1.893
P: 1.254 -1.382 3.066
C: 0.114 -0.088 3.714
C: 0.617 1.216 3.940
C: -0.233 2.228 4.390
C: -1.585 1.953 4.646
C: -2.062 0.640 4.510
C: -1.216 -0.382 4.058
C: 1.452 -2.419 4.552
C: 0.469 -3.348 4.919
C: 0.639 -4.126 6.068
C: 1.810 -4.007 6.825
C: 2.800 -3.089 6.451
C: 2.613 -2.270 5.337
H: -0.328 -1.870 1.254
H: -0.283 -3.298 2.346
H: 1.093 -2.968 1.265
H: 1.671 1.427 3.758
H: 0.151 3.239 4.548
H: -2.253 2.755 4.961
H: -3.099 0.405 4.758
H: -1.592 -1.402 3.987
H: -0.427 -3.468 4.317
H: -0.144 -4.823 6.356
H: 1.947 -4.633 7.705
H: 3.719 -3.015 7.034
H: 3.359 -1.516 5.066



Record 4
A structure of composition C30H47AlN6O2S. Source: the Open Molecules 2025 dataset; level of theory: ωB97M-V with the def2-TZVPD basis set.

Results
**HOMO level**: 0.02527 hartree
**Calculated total energy**: -2291.13227 Ha
**LUMO level**: 4.31 eV
**Kohn-Sham gap**: 3.624 eV
**Energy relative to the best compared isomer or geometry (same formula, charge and spin)**: 3.8 kcal per mole
**Net charge**: -2

Cartesian coordinates (Å):
Al: 0.662 0.866 0.276
C: -1.472 -3.727 4.999
C: -2.508 -2.989 4.139
C: -3.348 -4.033 3.406
C: -3.439 -2.187 5.062
C: -1.800 -2.035 3.187
C: -0.923 -1.010 3.745
C: -0.299 -0.145 2.898
N: -0.422 -0.138 1.554
C: -1.292 -1.114 0.977
C: -1.959 -2.058 1.848
C: -1.361 -1.064 -0.379
C: -2.066 -1.974 -1.256
C: -2.064 -1.817 -2.598
C: -1.341 -0.690 -3.148
C: -0.624 0.104 -2.299
N: -0.571 -0.041 -0.961
C: -2.773 -2.838 -3.497
C: -4.264 -2.907 -3.145
C: -2.652 -2.481 -4.980
C: -2.145 -4.225 -3.295
H: -1.966 -4.425 5.684
H: -0.876 -3.030 5.589
H: -0.787 -4.291 4.361
H: -3.819 -4.704 4.131
H: -2.732 -4.633 2.733
H: -4.137 -3.563 2.815
H: -3.953 -2.850 5.767
H: -4.189 -1.658 4.470
H: -2.880 -1.443 5.630
H: -0.756 -0.919 4.810
H: 0.360 0.618 3.299
H: -2.605 -2.790 1.379
H: -2.593 -2.806 -0.801
H: -1.318 -0.478 -4.205
H: -0.051 0.938 -2.690
H: -4.742 -1.942 -3.329
H: -4.407 -3.153 -2.092
H: -4.770 -3.668 -3.751
H: -3.104 -1.510 -5.192
H: -3.165 -3.237 -5.583
H: -1.607 -2.443 -5.294
H: -2.269 -4.564 -2.266
H: -1.074 -4.187 -3.504
H: -2.607 -4.961 -3.964
C: 3.368 -0.965 1.904
C: 3.188 0.545 1.946
O: 4.086 1.277 2.356
O: 2.047 0.944 1.523
H: 4.354 -1.251 2.267
H: 3.227 -1.304 0.876
H: 2.589 -1.432 2.511
C: -0.999 5.052 0.203
C: -1.058 3.519 0.211
C: -1.679 3.075 1.540
C: -1.969 3.050 -0.927
C: 0.358 2.903 0.117
H: -2.006 5.482 0.273
H: -0.528 5.421 -0.711
H: -0.409 5.414 1.051
H: -2.703 3.457 1.635
H: -1.093 3.451 2.385
H: -1.709 1.987 1.612
H: -2.947 3.541 -0.857
H: -2.115 1.971 -0.882
H: -1.530 3.285 -1.900
H: 0.937 3.351 0.936
S: 1.243 3.485 -1.414
C: 5.676 3.643 -0.494
C: 5.855 3.057 -1.895
C: 6.491 1.673 -1.825
C: 4.533 3.011 -2.676
N: 3.589 2.057 -2.191
C: 2.678 2.192 -1.135
N: 2.119 0.886 -1.090
N: 2.507 0.218 -2.188
N: 3.357 0.856 -2.862
H: 6.639 3.951 -0.076
H: 5.242 2.912 0.192
H: 5.016 4.514 -0.509
H: 6.521 3.719 -2.467
H: 5.806 0.975 -1.342
H: 7.418 1.699 -1.245
H: 6.714 1.282 -2.821
H: 4.740 2.755 -3.718
H: 4.070 4.006 -2.659
H: 3.089 2.537 -0.187



Record 5
A structure of composition C30H47AuN4O4SSb. Source: the Open Molecules 2025 dataset; level of theory: ωB97M-V with the def2-TZVPD basis set.

Results
**HOMO level (spin up / spin down)**: -0.26590 / -0.26982 hartree
**Calculated total energy**: -2465.45466 Ha
**LUMO level (spin up / spin down)**: 0.25 / -0.50 eV
**Kohn-Sham gap (spin up / spin down)**: 7.489 / 6.846 eV
**Energy relative to the best compared isomer or geometry (same formula, charge and spin)**: 0.0 kcal per mole
**Spin multiplicity**: 2

Cartesian coordinates (Å):
Au: 0.181 0.804 0.519
O: 0.755 -1.166 1.311
N: 0.369 -1.382 2.565
C: 0.971 -2.417 3.196
C: 0.615 -2.784 4.462
C: -0.392 -2.061 5.108
C: -0.977 -1.002 4.462
C: -0.593 -0.635 3.163
S: -1.310 0.715 2.366
H: 1.725 -2.904 2.597
H: 1.113 -3.620 4.930
H: -0.702 -2.325 6.110
H: -1.748 -0.410 4.934
C: -1.536 4.991 -1.576
C: -2.395 3.935 -1.314
C: -1.889 2.811 -0.688
N: -0.607 2.719 -0.335
C: 0.226 3.731 -0.580
C: -0.206 4.890 -1.201
H: -1.901 5.884 -2.067
H: -3.439 3.971 -1.592
H: -2.509 1.949 -0.469
H: 1.249 3.591 -0.251
H: 0.495 5.692 -1.384
C: -4.857 -0.479 0.088
C: -4.214 -1.868 0.192
C: -5.220 -2.936 -0.222
C: -3.871 -2.084 1.671
Sb: -2.304 -1.674 -0.907
C: -1.507 -3.719 -1.024
C: -0.145 -3.612 -1.723
C: -1.234 -4.164 0.415
C: -2.374 -4.756 -1.726
C: -2.978 -1.255 -2.971
C: -2.975 0.277 -3.073
C: -4.352 -1.778 -3.373
C: -1.957 -1.782 -3.981
H: -5.782 -0.457 0.677
H: -5.117 -0.208 -0.936
H: -4.194 0.292 0.491
H: -6.088 -2.891 0.447
H: -4.802 -3.940 -0.139
H: -5.584 -2.809 -1.238
H: -4.772 -1.921 2.276
H: -3.108 -1.386 2.020
H: -3.532 -3.099 1.874
H: 0.456 -2.795 -1.318
H: -0.236 -3.459 -2.797
H: 0.408 -4.546 -1.567
H: -0.559 -3.466 0.919
H: -0.752 -5.149 0.402
H: -2.142 -4.257 1.010
H: -2.682 -4.437 -2.722
H: -3.275 -4.987 -1.156
H: -1.811 -5.691 -1.839
H: -3.698 0.738 -2.394
H: -3.245 0.578 -4.093
H: -1.985 0.683 -2.851
H: -5.158 -1.325 -2.796
H: -4.429 -2.862 -3.268
H: -4.532 -1.535 -4.427
H: -0.942 -1.470 -3.743
H: -2.206 -1.381 -4.972
H: -1.984 -2.869 -4.060
C: 4.364 -1.213 -0.235
C: 5.034 0.140 -0.444
C: 4.224 1.153 -1.294
C: 5.034 2.445 -1.458
C: 4.287 3.529 -2.223
C: 4.005 0.534 -2.660
O: 4.887 0.422 -3.481
N: 2.741 0.064 -2.911
C: 1.633 0.152 -2.070
O: 0.586 -0.361 -2.422
N: 1.772 0.833 -0.900
C: 2.936 1.434 -0.526
O: 2.976 2.155 0.460
H: 4.975 -1.834 0.420
H: 4.243 -1.754 -1.176
H: 3.379 -1.114 0.229
H: 5.999 0.015 -0.940
H: 5.217 0.624 0.517
H: 5.954 2.185 -1.982
H: 5.297 2.797 -0.461
H: 3.952 3.170 -3.199
H: 4.930 4.391 -2.399
H: 3.416 3.876 -1.663
H: 2.582 -0.404 -3.792